No. 1
An isolated molecule of C4H7NO, computed with ωB97M-V with the def2-TZVPD basis set.

Last column: natural (NBO) charge in e.
Cartesian coordinates (Å):
C: -0.53414 -1.21815 1.06220  0.39
N: -0.64177 -1.51052 -0.16254  -0.49
C: -0.20937 -0.52943 -1.15111  -0.25
C: -0.06261 0.88184 -0.58366  -0.45
C: 0.66562 0.78182 0.74611  -0.07
O: -0.00764 -0.11107 1.63622  -0.50
H: -0.89890 -1.89902 1.83151  0.17
H: -0.93065 -0.55793 -1.97551  0.21
H: 0.75259 -0.85377 -1.56759  0.19
H: -1.04410 1.34362 -0.43302  0.21
H: 0.50495 1.52391 -1.26487  0.22
H: 1.68751 0.40974 0.59249  0.17
H: 0.71851 1.73894 1.26976  0.20

Computed properties:
- 2S+1 = 1
- maximum force (Eh/bohr) = 0.0080
- Kohn-Sham gap (eV) = 10.57
- SMILES = C1=NCCCO1
- total charge = 0
- ΔE to the lowest compared entry with this formula, charge and spin (eV) = 1.0970
- energy (a.u.) = -286.5913

***

No. 2
An isolated molecule of C4H7NO in a non-equilibrium geometry, computed with ωB97M-V with the def2-TZVPD basis set.

Last column: natural (NBO) charge in e.
Cartesian coordinates (Å):
C: 1.38266 1.16255 0.07201  -0.40
C: 1.67277 -0.11832 -0.12682  -0.22
C: 0.62006 -1.19559 -0.00321  -0.11
O: -0.65356 -0.71270 0.51167  -0.41
N: -1.50329 -0.27469 -0.49175  -0.11
C: -2.44993 0.42408 0.01162  -0.15
H: 0.37256 1.50483 0.41405  0.21
H: 2.17511 1.90184 -0.00392  0.20
H: 2.63738 -0.47622 -0.49670  0.21
H: 0.89505 -2.05623 0.67934  0.20
H: 0.50955 -1.65378 -1.00621  0.20
H: -3.17795 0.84294 -0.65102  0.19
H: -2.48041 0.65129 1.09094  0.18

Computed properties:
- 2S+1 = 1
- maximum force (Eh/bohr) = 0.0253
- Kohn-Sham gap (eV) = 10.89
- SMILES = C=CCON=C
- total charge = 0
- ΔE to the lowest compared entry with this formula, charge and spin (eV) = 3.6332
- energy (a.u.) = -286.4981

***

No. 3
An isolated molecule of C4H7NO in a non-equilibrium geometry, computed with ωB97M-V with the def2-TZVPD basis set.

Last column: natural (NBO) charge in e.
Cartesian coordinates (Å):
N: -1.95765 0.77125 -0.87798  -0.86
C: -0.67121 0.43676 -0.74765  0.66
O: -0.00371 0.64673 -1.78294  -0.68
C: -0.11442 -0.13967 0.49650  -0.34
C: 1.32933 0.16490 0.83449  -0.39
C: 0.96199 -1.19495 0.34830  -0.39
H: -2.63463 0.76977 -0.11503  0.41
H: -1.71180 1.15834 -1.90453  0.46
H: -0.80712 -0.25215 1.32686  0.22
H: 1.86113 0.81984 0.14918  0.24
H: 1.56798 0.29558 1.88729  0.22
H: 0.94113 -2.02129 1.05503  0.22
H: 1.23897 -1.45511 -0.66953  0.24

Computed properties:
- 2S+1 = 1
- maximum force (Eh/bohr) = 0.0661
- Kohn-Sham gap (eV) = 10.90
- SMILES = NC(=O)C1CC1
- total charge = 0
- ΔE to the lowest compared entry with this formula, charge and spin (eV) = 1.6963
- energy (a.u.) = -286.5693

***

No. 4
An isolated molecule of C4H7NO in a non-equilibrium geometry, computed with ωB97M-V with the def2-TZVPD basis set.

Last column: natural (NBO) charge in e.
Cartesian coordinates (Å):
N: -1.88665 2.14909 -0.09143  -0.34
C: -1.60637 1.03989 0.07832  0.29
C: -1.21640 -0.36042 0.27252  -0.52
C: 0.00412 -0.74034 -0.57253  -0.40
C: 1.21627 0.07233 -0.20844  -0.07
O: 1.49529 -0.01986 1.17523  -0.72
H: -0.98589 -0.50525 1.33301  0.27
H: -2.06697 -0.99618 0.01387  0.25
H: 0.21073 -1.80184 -0.41377  0.22
H: -0.18435 -0.57578 -1.63723  0.22
H: 2.09831 -0.24251 -0.77722  0.17
H: 1.03590 1.13341 -0.42932  0.17
H: 1.88601 0.84745 1.25699  0.47

Computed properties:
- 2S+1 = 1
- maximum force (Eh/bohr) = 0.0264
- Kohn-Sham gap (eV) = 11.59
- SMILES = N#CCCCO
- total charge = 0
- ΔE to the lowest compared entry with this formula, charge and spin (eV) = 1.1675
- energy (a.u.) = -286.5887

***

No. 5
An isolated molecule of C4H7NO in a non-equilibrium geometry, computed with ωB97M-V with the def2-TZVPD basis set.

Last column: natural (NBO) charge in e.
Cartesian coordinates (Å):
C: -1.75493 -0.96248 0.61146  -0.62
C: -0.48742 -0.46984 -0.07113  -0.07
O: -0.07843 0.78529 0.47082  -0.51
C: 1.12528 1.31451 -0.01015  -0.16
C: 2.17017 0.44010 -0.50364  0.19
N: 2.88291 -0.02990 -1.28810  -0.32
H: -2.55393 -0.21779 0.55657  0.22
H: -2.10555 -1.87238 0.10780  0.22
H: -1.57884 -1.20854 1.66330  0.21
H: -0.65370 -0.34100 -1.14727  0.17
H: 0.32002 -1.20118 0.06938  0.18
H: 1.38983 2.11246 0.69376  0.24
H: 1.32461 1.65075 -1.15280  0.25

Computed properties:
- 2S+1 = 1
- maximum force (Eh/bohr) = 0.0674
- Kohn-Sham gap (eV) = 10.90
- SMILES = CCOCC#N
- total charge = 0
- ΔE to the lowest compared entry with this formula, charge and spin (eV) = 2.8452
- energy (a.u.) = -286.5271

***

No. 6
An isolated molecule of C4H7NO, computed with ωB97M-V with the def2-TZVPD basis set.

Last column: natural (NBO) charge in e.
Cartesian coordinates (Å):
O: 1.69399 -0.54799 1.23061  -0.70
C: 1.05227 0.06322 0.14857  0.08
C: 0.30677 -0.69083 -0.97253  -0.26
N: -0.69168 0.42831 -1.05021  -0.36
C: -1.50098 0.26252 0.14357  -0.28
C: -0.18505 0.92079 0.29541  -0.13
H: 1.02966 -0.81904 1.87370  0.47
H: 1.81294 0.68348 -0.33391  0.18
H: -0.14945 -1.64080 -0.66665  0.18
H: 0.85449 -0.83781 -1.90509  0.21
H: -1.73203 -0.74338 0.49039  0.19
H: -2.34208 0.95230 0.16523  0.22
H: -0.14885 1.96924 0.58091  0.21

Computed properties:
- 2S+1 = 1
- maximum force (Eh/bohr) = 0.0082
- Kohn-Sham gap (eV) = 10.44
- SMILES = O[C@H]1CN2C[C@@H]12
- total charge = 0
- ΔE to the lowest compared entry with this formula, charge and spin (eV) = 2.9726
- energy (a.u.) = -286.5224

***

no.,LUMO (eV)
1,0.95
2,1.20
3,0.99
4,0.80
5,0.76
6,0.87